Here is a cluster of 2 separate species, C33H30BF7O3 in total in a non-equilibrium geometry from the OMol25 dataset. Energies are from ωB97M-V/def2-TZVPD.

```
74
Properties=species:S:1:pos:R:3:forces:R:3
F -5.229 0.047 -2.798 1.13 0.79 -0.23
C -0.515 -1.088 3.169 0.98 -0.61 1.05
H -0.486 -0.554 -1.720 0.11 0.21 0.21
F -5.966 2.209 1.779 0.55 0.19 -0.68
C 1.242 -2.374 0.766 -0.06 0.44 -0.02
F -3.264 4.363 -3.031 0.13 -1.38 0.08
H 2.637 0.715 -0.241 0.04 -0.11 0.08
C 4.421 2.944 -3.565 -0.24 0.82 0.00
H -1.262 -4.334 5.336 -0.16 0.09 0.06
H 3.802 -0.054 1.721 -0.08 -0.13 0.00
H -2.805 -1.588 1.434 0.13 0.29 -0.10
C -5.048 2.422 0.794 -0.03 0.12 -0.04
C -3.890 0.237 1.116 0.46 -0.56 -0.01
C -3.142 3.003 -2.865 0.37 0.76 0.25
O 1.152 -0.177 1.716 0.84 -0.21 -1.22
H -5.255 2.660 -3.198 0.25 -0.16 0.25
H -2.769 -0.820 -2.408 -0.36 0.52 0.17
C 2.035 -0.976 0.941 -0.36 -0.43 0.10
H 4.040 -0.902 -3.790 0.25 0.33 0.19
H -2.485 3.325 0.843 -0.10 -0.06 0.12
C 5.570 2.173 -3.734 -0.38 -0.41 0.18
H 2.835 -0.856 -1.065 0.06 0.02 -0.04
H 3.387 -1.569 2.552 0.02 0.15 -0.13
F -4.815 3.764 0.739 -0.31 -0.84 0.01
C 3.150 2.397 -3.438 0.34 -0.45 0.03
C -0.421 -1.133 5.425 -0.19 -0.30 -0.13
C -3.787 1.620 0.979 -0.33 0.58 -0.12
C -4.117 0.848 -2.777 -0.72 -0.30 0.23
H -4.858 -0.257 1.068 0.10 0.15 0.06
F -5.668 2.083 -0.385 0.05 0.29 0.62
H 0.890 -4.047 -0.537 0.16 0.21 0.00
C -1.889 2.487 -2.554 -0.26 -0.08 -0.03
F 6.522 -0.009 -3.864 -1.29 0.94 -0.11
C -2.891 0.267 -2.498 0.23 -0.30 0.51
C 3.405 -1.065 1.583 0.12 -0.27 0.30
H 0.557 2.113 -2.935 0.17 -0.27 0.10
C -1.076 -2.254 4.992 0.91 1.60 -0.51
O -0.137 -1.997 0.798 1.19 0.02 -0.78
C 1.568 -3.283 1.943 0.19 -0.20 0.14
H -2.746 -3.379 5.635 0.14 -0.17 0.01
H 0.475 0.558 4.243 -0.16 -0.46 -0.13
H 0.811 -4.068 2.046 0.07 0.16 -0.09
H 1.023 -2.505 -1.396 0.15 -0.08 0.18
H -0.424 1.998 1.237 -0.07 -0.20 -0.04
H -1.035 3.163 -2.467 -0.49 -0.16 0.11
C 5.399 0.786 -3.784 0.75 -0.31 0.08
C -2.553 2.252 0.993 0.49 -0.09 0.05
C -2.726 -0.507 1.291 -1.18 0.06 0.03
C -0.059 -0.393 4.257 -0.23 0.21 0.22
C -0.481 0.482 -2.061 -0.28 -0.11 -2.65
C -1.757 1.089 -2.331 -0.81 0.95 0.14
H 4.086 -1.608 0.915 -0.01 0.01 0.14
H 1.742 -0.736 -3.185 -0.01 0.47 0.36
H 2.545 -3.758 1.780 -0.11 0.04 0.13
H 2.497 -3.297 -0.739 -0.10 -0.06 -0.13
C 1.768 0.361 -3.124 -0.99 -0.17 0.53
C 3.009 0.981 -3.457 1.24 0.99 -0.77
B -0.143 -0.819 1.607 -2.88 0.93 2.46
F 4.557 4.314 -3.497 -0.12 -1.56 -0.14
C 1.435 -3.094 -0.565 0.26 -0.09 0.15
H 1.610 -2.713 2.881 -0.13 -0.20 -0.23
C 0.632 1.052 -2.704 0.30 -0.39 0.22
C -4.288 2.223 -2.952 0.25 -0.41 -0.34
C 2.208 -0.284 -0.375 -0.43 0.29 -0.68
H -1.376 -3.278 6.763 -0.13 -0.13 -0.16
H -0.200 -0.865 6.450 -0.11 -0.15 -0.10
C -1.387 1.493 1.184 -0.92 0.56 -0.11
C 4.158 0.181 -3.701 -0.60 0.05 0.15
O -1.134 -2.230 3.624 -0.21 -0.08 0.21
H 1.221 -0.140 -0.816 0.58 -0.31 0.46
H 2.277 3.034 -3.318 0.43 0.01 0.06
H 6.554 2.624 -3.784 -0.12 -0.05 -0.02
C -1.651 -3.377 5.707 -0.43 -0.72 0.55
C -1.487 0.117 1.352 1.94 -0.29 -1.26
```
Forces are in eV/Å.

## Properties
- HOMO level (eV) = -6.378
- molar mass (g mol⁻¹) = 618.4
- total charge = 0
- calculated total energy (eV) = -60546.979
- orbital gap (eV) = 2.421